(1)
# C4H10O2

C4H10O2 in the gas phase (ωB97M-V/def2-TZVPD, the Open Molecules 2025 dataset).

HOMO: -10.1 eV
ΔE to the lowest compared entry with this formula, charge and spin: 130.3 kJ/mol
E: -308.84854 a.u.
SMILES: COC[C@H](C)O
strongest force on any atom: 0.94 eV/Å
lowest unoccupied orbital energy: 0.0371 hartree

```
16
Properties=species:S:1:pos:R:3:mulliken_charge:R:1
C 0.8121 2.0146 -0.4235 -0.683
O 0.8139 -0.3208 1.2237 -0.589
C 0.1534 -0.7641 0.0519 0.343
C -0.4652 -2.1225 0.3191 -1.444
C -0.8770 0.3317 -0.3000 -0.336
O -0.3610 1.5579 0.2124 -0.463
H 1.4780 1.2144 -0.7838 0.302
H 0.5174 2.6493 -1.2573 0.294
H 1.4046 2.5780 0.3062 0.265
H 0.8669 -0.8488 -0.7847 0.217
H 0.3308 -2.8232 0.5930 0.326
H -0.9967 -2.5053 -0.5577 0.356
H -1.1507 -2.0371 1.1696 0.344
H -1.0927 0.4243 -1.3735 0.314
H -1.8319 0.1218 0.2076 0.321
H 0.3981 0.5299 1.3969 0.435
```


(2)
# C16H17NO5S

C16H17NO5S in the gas phase (ωB97M-V/def2-TZVPD, the Open Molecules 2025 dataset).

HOMO: -8.8 eV
ΔE to the lowest compared entry with this formula, charge and spin: 0.3 kJ/mol
E: -1449.05630 a.u.
SMILES: Cc1ccccc1Oc1ccc(S(=O)(=O)NCCC(=O)O)cc1
strongest force on any atom: 0.80 eV/Å
lowest unoccupied orbital energy: 0.0191 hartree

```
40
Properties=species:S:1:pos:R:3:mulliken_charge:R:1
C 3.4632 2.7856 2.3480 -1.252
C 4.1840 1.7850 1.5002 0.593
C 5.4381 1.2999 1.8392 -0.569
C 6.0907 0.3770 1.0399 -0.644
C 5.4949 -0.0699 -0.1261 -0.645
C 4.2456 0.4010 -0.4878 -0.253
C 3.5908 1.3160 0.3252 0.399
O 2.3746 1.8667 -0.0330 -0.477
C 1.3800 1.0858 -0.5206 0.530
C 1.2670 -0.2784 -0.2513 0.053
C 0.1877 -0.9861 -0.7465 -0.619
C -0.7697 -0.3367 -1.5002 -0.239
C -0.6781 1.0174 -1.7640 -0.387
C 0.3961 1.7315 -1.2757 -1.076
H 0.5000 2.7887 -1.4619 0.457
H -1.4460 1.4844 -2.3588 0.436
S -2.1828 -1.2306 -2.1039 1.402
O -2.5301 -0.7915 -3.4226 -0.732
O -2.0000 -2.6372 -1.8751 -0.677
N -3.3791 -0.6226 -1.0822 -0.335
H -4.2820 -0.7231 -1.5252 0.310
C -3.3334 -1.1806 0.2520 -0.452
C -4.3264 -0.4748 1.1721 -0.545
C -4.0208 -0.7435 2.6257 0.511
O -2.9399 -0.9982 3.0798 -0.560
O -5.1183 -0.6448 3.3837 -0.445
H -4.9047 -0.7985 4.3183 0.357
H -5.3554 -0.7682 0.9643 0.348
H -4.2438 0.6041 1.0162 0.302
H -2.3200 -1.0148 0.6267 0.311
H -3.5160 -2.2630 0.2457 0.280
H 0.0753 -2.0423 -0.5597 0.494
H 2.0142 -0.7733 0.3505 0.511
H 3.7756 0.0691 -1.4022 0.526
H 6.0010 -0.7816 -0.7602 0.387
H 7.0651 0.0108 1.3251 0.388
H 5.9076 1.6506 2.7466 0.353
H 4.0155 2.9879 3.2615 0.399
H 3.3345 3.7169 1.7982 0.289
H 2.4704 2.4186 2.6049 0.274
```


(3)
# C3H8BrOZr

A molecular structure, C3H8BrOZr in a non-equilibrium geometry (ωB97M-V/def2-TZVPD, the Open Molecules 2025 dataset).

HOMO: -20.9 eV
ΔE to the lowest compared entry with this formula, charge and spin: 72.6 kJ/mol
E: -2813.85258 a.u.
total charge: +3
strongest force on any atom: 5.06 eV/Å
lowest unoccupied orbital energy: -0.6747 hartree

```
14
Properties=species:S:1:pos:R:3:mulliken_charge:R:1
Zr 4.2220 -2.4463 1.8267 1.777
Br 2.3764 -2.0919 0.0661 0.023
C -0.8507 0.1384 -1.4046 -0.948
C -0.3794 0.8707 -0.1867 0.413
C -0.8881 0.1800 1.1105 -0.982
O 1.0343 1.0855 -0.1808 -0.104
H -1.9440 0.1341 -1.3658 0.383
H -0.4647 -0.8804 -1.4841 0.355
H -0.5474 0.7103 -2.2720 0.362
H -0.8098 1.8650 -0.2951 0.316
H -0.5004 0.7198 1.9674 0.375
H -0.7244 -0.8860 1.2304 0.355
H -1.9753 0.3599 1.1456 0.391
H 1.4516 0.2410 -0.1576 0.282
```


Results for orbital gap: 11.07 9.31 2.53 (in eV, following the order of the records).